Formula: C26H30CoN5O2S
Source: the Open Molecules 2025 dataset
Level of theory: ωB97M-V with the def2-TZVPD basis set

Values from the calculation:
HOMO level (spin up / spin down) (Ha): -0.2594 / -0.2647
Spin multiplicity: 5
HOMO-LUMO gap (spin up / spin down) (Eh): 0.2758 / 0.1710
Total energy (Ha): -3213.9046

Geometry as XYZ:
```
65
Properties=species:S:1:pos:R:3:lowdin_charge:R:1
Co -3.722 -16.498 11.827 0.680
C -1.170 -15.326 11.013 -0.062
N -2.485 -15.656 10.365 -0.226
C -3.076 -14.312 9.853 -0.170
C -3.398 -13.140 10.838 -0.168
C -4.335 -13.594 11.970 -0.197
N -3.604 -14.575 12.780 -0.036
C -3.390 -14.332 14.013 -0.090
C -3.046 -15.344 14.954 -0.140
C -3.204 -15.029 16.305 -0.065
C -3.108 -16.011 17.243 -0.144
C -3.012 -17.334 16.909 -0.107
C -2.893 -17.704 15.580 -0.012
C -2.803 -16.716 14.549 -0.311
O -2.635 -17.045 13.291 -0.162
C -2.243 -16.475 9.136 -0.193
C -1.802 -17.909 9.451 -0.148
C -2.895 -18.891 10.009 -0.196
N -4.081 -18.257 10.629 -0.011
C -4.901 -19.138 11.115 -0.088
C -6.044 -18.854 11.926 -0.156
C -6.989 -19.854 12.192 -0.075
C -8.110 -19.655 12.978 -0.106
C -8.217 -18.422 13.669 -0.091
C -7.316 -17.431 13.473 -0.022
C -6.289 -17.594 12.524 -0.298
O -5.497 -16.544 12.337 -0.167
H -0.662 -14.510 10.555 0.071
H -0.461 -16.193 10.886 0.098
H -1.270 -15.041 12.064 0.080
H -4.040 -14.452 9.341 0.016
H -2.362 -13.873 9.102 0.131
H -3.898 -12.365 10.272 0.080
H -2.452 -12.726 11.217 0.109
H -5.173 -14.160 11.472 0.118
H -4.806 -12.771 12.554 0.121
H -3.607 -13.278 14.330 0.142
H -3.166 -14.021 16.625 0.099
H -3.200 -15.713 18.290 0.101
H -3.219 -18.128 17.692 0.125
H -2.935 -18.729 15.231 0.107
H -1.434 -15.985 8.540 0.136
H -3.138 -16.506 8.598 0.089
H -0.945 -17.913 10.155 0.100
H -1.473 -18.329 8.511 0.102
H -2.388 -19.572 10.720 0.120
H -3.232 -19.568 9.227 0.103
H -4.699 -20.183 10.757 0.140
H -6.806 -20.837 11.711 0.114
H -8.802 -20.557 12.991 0.116
H -9.039 -18.346 14.385 0.105
H -7.337 -16.489 13.978 0.112
C -8.493 -11.518 5.162 -0.025
C -7.466 -11.635 6.252 -0.318
C -6.884 -10.553 6.942 -0.011
C -5.922 -10.872 7.894 -0.115
N -5.571 -12.134 8.200 0.057
C -6.249 -13.114 7.597 -0.800
S -6.085 -14.813 8.029 0.801
N -7.129 -12.869 6.630 0.072
H -8.122 -12.058 4.281 0.091
H -8.691 -10.447 5.042 0.079
H -9.400 -12.041 5.443 0.081
H -7.047 -9.506 6.671 0.110
H -5.297 -10.174 8.428 0.106
```

Formula: C26H30DyN8O6S2
Source: the Open Molecules 2025 dataset
Level of theory: ωB97M-V with the def2-TZVPD basis set

Values from the calculation:
HOMO level (spin up / spin down) (Ha): -0.3826 / -0.3828
Spin multiplicity: 6
Charge: +1
HOMO-LUMO gap (spin up / spin down) (Eh): 0.2615 / 0.2646
Total energy (Ha): -3579.5094

Geometry as XYZ:
```
73
Properties=species:S:1:pos:R:3:lowdin_charge:R:1
Dy 0.194 -0.165 -1.004 1.485
C 4.244 3.370 2.412 -0.074
C 3.593 2.083 2.914 -0.227
N 3.532 1.063 1.887 -0.011
C 2.417 0.618 1.307 -0.794
S 2.673 -0.576 0.054 0.580
N 1.264 1.036 1.799 -0.003
N 0.122 0.765 1.152 -0.097
C -0.982 1.299 1.614 -0.247
C -1.028 2.148 2.850 -0.009
C -2.194 1.096 0.829 -0.197
C -3.443 1.557 1.270 0.013
C -4.548 1.437 0.453 -0.022
C -4.394 0.894 -0.817 -0.022
C -3.142 0.426 -1.171 -0.115
N -2.073 0.489 -0.377 0.007
H 4.345 4.075 3.234 0.076
H 3.638 3.816 1.628 0.048
H 5.238 3.172 2.014 0.074
H 2.569 2.276 3.230 0.098
H 4.167 1.685 3.758 0.117
H 4.401 0.813 1.432 0.123
H -0.011 2.396 3.141 0.067
H -1.501 1.604 3.666 0.097
H -1.587 3.068 2.682 0.090
H -3.542 1.994 2.250 0.114
H -5.517 1.766 0.793 0.120
H -5.215 0.832 -1.513 0.115
H -2.970 0.000 -2.152 0.107
O 2.009 3.464 0.021 0.121
C 1.159 3.227 -0.804 -0.390
N 0.925 1.976 -1.363 0.016
C -0.110 2.060 -2.217 -0.489
O -0.545 1.039 -2.786 -0.090
C -0.620 3.447 -2.281 -0.085
C -1.658 4.038 -2.971 0.009
C -1.867 5.400 -2.771 -0.055
C -1.081 6.127 -1.890 -0.049
C -0.054 5.520 -1.172 0.015
C 0.165 4.178 -1.387 -0.077
H -2.272 3.466 -3.650 0.122
H -2.662 5.894 -3.307 0.110
H -1.267 7.181 -1.754 0.112
H 0.539 6.074 -0.464 0.124
C 0.026 -3.942 3.500 -0.100
C 0.937 -3.326 2.457 -0.244
S 0.251 -3.566 0.781 0.756
O 0.094 -2.246 0.149 -0.501
O -0.946 -4.349 0.804 -0.263
C 1.493 -4.545 -0.171 -0.150
C 0.872 -5.037 -1.481 -0.109
N 0.061 -3.998 -2.071 0.040
C 0.521 -2.801 -2.504 -0.368
N -0.468 -1.925 -2.639 0.016
C -1.611 -2.575 -2.301 -0.029
C -1.306 -3.860 -1.931 -0.149
N -2.223 -4.850 -1.468 -0.356
O -3.318 -4.439 -1.174 0.130
O -1.853 -6.001 -1.430 0.103
C 1.933 -2.481 -2.841 0.008
H 0.578 -4.181 4.405 0.090
H -0.409 -4.861 3.114 0.074
H -0.786 -3.267 3.751 0.088
H 1.923 -3.785 2.442 0.105
H 1.050 -2.249 2.562 0.094
H 1.742 -5.397 0.456 0.117
H 2.372 -3.919 -0.299 0.091
H 0.215 -5.892 -1.293 0.123
H 1.652 -5.335 -2.186 0.148
H -2.590 -2.137 -2.359 0.120
H 2.298 -3.140 -3.631 0.109
H 2.596 -2.580 -1.979 0.050
H 1.984 -1.444 -3.200 0.100
```